An isolated molecule of C4H8O3, computed with ωB97M-V with the def2-TZVPD basis set.

Structure (SMILES): COC(=O)CCO
Calculated total energy: -382.9268 Eh
Net charge: 0
Orbital gap: 11.40 eV
Energy relative to the best compared isomer or geometry (same formula, charge and spin): 99.84 kJ/mol

Cartesian coordinates (Å):
C  2.6305  0.9599  0.4006
O  1.5160  0.1670  0.8040
C  0.6614  -0.1999  -0.1750
O  0.9644  -0.2582  -1.3422
C  -0.7024  -0.4527  0.4153
C  -1.8361  -0.5735  -0.5821
O  -3.0060  -0.4031  0.1994
H  2.2618  1.8603  -0.0973
H  3.1443  1.2297  1.3235
H  3.3113  0.4459  -0.2805
H  -0.6567  -1.3247  1.0736
H  -0.9479  0.3978  1.0589
H  -1.7351  0.2150  -1.3414
H  -1.8269  -1.5466  -1.0934
H  -3.7787  -0.5169  -0.3633

Forces on the atoms, in the same order (eV/Å):
C 0.246 0.179 -0.077
O -0.167 0.017 -0.072
C -0.001 0.016 -0.244
O -0.174 0.150 0.466
C 0.038 -0.006 0.070
C 0.380 -0.052 -0.190
O -0.379 -0.076 -0.127
H 0.098 -0.038 0.037
H -0.027 -0.048 -0.159
H -0.163 -0.137 0.115
H 0.009 0.039 -0.047
H 0.152 -0.084 0.009
H -0.075 -0.149 0.088
H 0.010 0.178 0.083
H 0.051 0.011 0.047